{
  "formula": "C4H25N2O10",
  "method": "the ωB97M-V functional and the def2-TZVPD basis",
  "symbols": ["C", "O", "C", "C", "C", "N", "O", "N", "H", "H", "H", "H", "H", "H", "H", "H", "H", "H", "H", "O", "H", "H", "O", "H", "H", "O", "H", "H", "O", "H", "H", "O", "H", "H", "O", "H", "H", "O", "H", "H", "O"],
  "coordinates": [[0.24159, -2.65452, 2.67632], [0.80486, -1.64325, 3.36073], [-0.22371, -2.34067, 1.22125], [0.98672, -1.76637, 0.53070], [0.80612, -1.50557, -0.94548], [1.16987, -0.22957, -1.33698], [0.32064, -2.20483, -1.80025], [-1.40093, -1.42500, 1.15031], [-0.62677, -3.09318, 3.27353], [1.04355, -3.45548, 2.53404], [-0.58459, -3.31317, 0.64617], [1.85801, -2.46738, 0.53811], [1.42083, -0.94155, 1.11630], [0.66043, 0.07879, -2.05069], [1.32397, 0.34188, -0.61508], [-1.07431, -0.47379, 1.63856], [-2.10267, -1.85119, 1.69722], [2.10900, 1.44114, 1.36609], [1.74616, 2.77056, 0.86034], [2.18370, 1.98612, 0.62073], [1.84899, 1.36002, -3.03155], [1.42374, 2.87808, -2.99749], [1.54638, 2.11433, -3.59594], [-1.96258, -1.47577, -3.36859], [-0.43491, -1.63632, -3.33299], [-1.10155, -1.49209, -3.88600], [-0.10283, 1.21039, 3.02438], [0.49300, -0.79548, 3.02226], [-0.10872, 0.72981, 2.22776], [0.01109, 4.20194, -1.83018], [0.75878, 3.49385, -0.86459], [0.85217, 4.19134, -1.62347], [-2.81816, 1.33958, 3.45542], [-1.64617, 1.03638, 2.31143], [-2.55841, 1.01458, 2.58894], [-2.19461, -0.47101, -1.16120], [-3.46449, 0.04429, -1.27267], [-2.74649, -0.04811, -1.78087], [-0.11696, 1.70090, 1.41449], [-0.42115, 1.98952, -0.02175], [0.00814, 2.51107, 0.64566]],
  "nbo_charge": [-0.050, -0.754, -0.070, -0.544, 0.715, -0.822, -0.647, -0.908, 0.137, 0.148, 0.204, 0.234, 0.241, 0.383, 0.394, 0.409, 0.352, 0.464, 0.489, -0.957, 0.468, 0.494, -0.979, 0.480, 0.471, -0.967, 0.459, 0.503, -1.123, 0.451, 0.504, -0.959, 0.466, 0.488, -1.012, 0.483, 0.455, -0.939, 0.486, 0.451, -1.094],
  "gap_ha": 0.3392,
  "total_charge": -1,
  "e_lumo_ev": 2.862,
  "homo_energy_ev": -6.37,
  "energy_ev": -28009.110,
  "relative_energy_kj_mol": 432.8
}

{
  "formula": "C6H5GaN2O5S",
  "method": "the ωB97M-V functional and the def2-TZVPD basis",
  "symbols": ["O", "C", "Ga", "C", "O", "C", "O", "C", "O", "C", "O", "H", "N", "C", "N", "S", "H", "H", "H", "H"],
  "coordinates": [[-0.02580, 3.28773, -1.30044], [-0.02111, 2.14680, -1.29888], [-0.01747, -0.04028, -1.48156], [0.00852, -2.16119, -1.34791], [0.01760, -3.30647, -1.38540], [-0.00423, -0.03164, -3.47189], [-0.09665, -1.08232, -4.07692], [2.11201, 0.00111, -1.56420], [3.25686, 0.02263, -1.64010], [-2.12253, -0.02524, -1.55180], [-3.26716, -0.02206, -1.64147], [0.09052, 1.06962, -3.78417], [-0.00559, -1.12535, 3.33933], [0.00225, 0.01415, 2.67353], [0.00005, 1.15729, 3.34908], [0.05674, 0.03744, 1.04227], [0.00315, -1.25783, 4.31800], [0.00200, -1.92813, 2.73991], [0.00560, 1.96550, 2.75977], [0.00523, 1.27826, 4.32283]],
  "nbo_charge": [-0.287, 0.588, 0.729, 0.597, -0.275, -0.016, -0.432, 0.575, -0.274, 0.574, -0.270, 0.141, -0.709, 0.366, -0.711, -0.316, 0.439, 0.422, 0.422, 0.436],
  "gap_ha": 0.2692,
  "total_charge": 2,
  "e_lumo_ev": -9.017,
  "homo_energy_ev": -16.34,
  "energy_ev": -82711.597,
  "relative_energy_kj_mol": 0.0
}

{
  "formula": "C3H5N3",
  "method": "the ωB97M-V functional and the def2-TZVPD basis",
  "symbols": ["N", "C", "N", "N", "C", "C", "H", "H", "H", "H", "H"],
  "coordinates": [[-1.96371, -0.12769, 0.07071], [-0.48886, -0.15499, 0.07111], [0.32004, -1.11145, -0.17759], [1.64648, -0.62705, -0.12035], [1.97957, 0.62879, -0.02116], [-0.96910, 1.04209, 0.43519], [-2.41057, -0.25530, -0.83569], [-2.47625, -0.55000, 0.83845], [2.27484, -1.42591, -0.15849], [3.08327, 0.63124, 0.04333], [-0.99554, 1.96530, -0.12585]],
  "nbo_charge": [-0.608, 0.341, -0.407, -0.389, -0.177, -0.273, 0.393, 0.400, 0.376, 0.116, 0.228],
  "gap_ha": 0.3208,
  "total_charge": 0,
  "e_lumo_ev": 0.661,
  "homo_energy_ev": -8.07,
  "energy_ev": -7655.902,
  "relative_energy_kj_mol": 632.3
}

{
  "formula": "C25H26IrN3O8SSe",
  "method": "the ωB97M-V functional and the def2-TZVPD basis",
  "symbols": ["Ir", "O", "C", "C", "C", "C", "N", "C", "C", "C", "C", "C", "C", "O", "C", "C", "N", "H", "H", "H", "H", "H", "H", "H", "H", "H", "H", "H", "H", "O", "Se", "O", "O", "O", "C", "N", "C", "C", "O", "H", "H", "H", "H", "H", "H", "H", "C", "C", "O", "S", "C", "C", "C", "C", "C", "C", "C", "C", "H", "H", "H", "H", "H", "H", "H"],
  "coordinates": [[0.36819, -1.93762, 0.43449], [-4.36622, -2.30828, -4.71231], [-3.12525, -2.98216, -4.80280], [-2.28742, -2.66231, -3.59974], [-0.91623, -3.02232, -3.59710], [-0.17679, -2.76019, -2.48216], [-0.68223, -2.15947, -1.38337], [-2.00636, -1.79762, -1.36263], [-2.81445, -2.05713, -2.49951], [-2.47547, -1.19293, -0.17286], [-3.80225, -0.72169, 0.02956], [-4.17594, -0.17174, 1.21731], [-5.57430, 0.32758, 1.44978], [-5.59915, 1.71006, 1.78426], [-3.20830, -0.05832, 2.26325], [-1.95030, -0.51488, 2.03171], [-1.56000, -1.05915, 0.85349], [-4.90035, -2.53902, -5.47675], [-2.57734, -2.69140, -5.70580], [-3.27150, -4.06810, -4.84316], [-0.45683, -3.50215, -4.45036], [0.87260, -3.02138, -2.43738], [-3.85923, -1.78691, -2.50024], [-4.52585, -0.81096, -0.77037], [-6.01089, -0.18463, 2.30808], [-6.20009, 0.11402, 0.57895], [-5.34736, 2.21430, 1.00461], [-3.47173, 0.37632, 3.21667], [-1.18629, -0.45985, 2.79800], [0.66701, -3.30101, 3.48467], [1.26842, -4.82925, 2.19894], [0.67775, -6.08255, 2.97034], [0.41452, -4.24644, 0.93505], [2.82826, -4.48325, 2.17968], [1.97796, 2.20022, -2.05044], [0.58439, 1.91949, -1.73347], [-0.48717, 2.75145, -2.28613], [0.27485, 0.85420, -1.00954], [1.11360, 0.06442, -0.54788], [2.09068, 3.26588, -2.23511], [2.30008, 1.64863, -2.93504], [2.60601, 1.90127, -1.21403], [-0.04355, 3.50132, -2.93427], [-1.03939, 3.25872, -1.49599], [-1.17675, 2.15406, -2.88062], [-0.79778, 0.70225, -0.84165], [5.10289, 5.49885, 1.57481], [4.97778, 4.44826, 2.62863], [4.54658, 4.55150, 3.72242], [5.71022, 2.77755, 2.08329], [4.38217, 1.72013, 2.15583], [4.64911, 0.39324, 1.69867], [3.67461, -0.55117, 1.73028], [2.38908, -0.23609, 2.25258], [2.11722, 1.09064, 2.67979], [3.08469, 2.04827, 2.64167], [1.40596, -1.25221, 2.32419], [1.02240, -2.24381, 2.98100], [4.55927, 6.38867, 1.88174], [4.74299, 5.12190, 0.61836], [6.16200, 5.74178, 1.45271], [5.63915, 0.14812, 1.33597], [3.86400, -1.56293, 1.39536], [1.13080, 1.32603, 3.05645], [2.86750, 3.03981, 3.00812]],
  "mulliken_spin": [2.479, 0.001, -0.012, 0.022, 0.143, -0.031, 0.171, 0.061, 0.079, 0.237, 0.035, 0.062, -0.006, 0.008, 0.136, -0.031, 0.353, 0.000, 0.000, 0.002, 0.015, 0.010, 0.018, 0.026, 0.004, 0.002, -0.003, 0.019, 0.001, 0.055, 0.035, 0.014, 0.042, 0.005, 0.002, 0.002, 0.001, 0.007, 0.076, 0.000, 0.000, -0.002, 0.000, 0.000, 0.000, -0.016, 0.000, -0.002, 0.004, 0.271, 0.194, 0.059, 0.021, 0.178, 0.041, 0.041, 0.067, 0.102, 0.002, -0.002, 0.000, 0.000, -0.004, 0.004, -0.001],
  "gap_ha": [0.1650, 0.1540],
  "total_charge": 1,
  "e_lumo_ev": [-3.200, -6.611],
  "s_squared": 8.796,
  "multiplicity": 6,
  "homo_energy_ev": [-7.69, -10.80],
  "energy_ev": -126202.209,
  "relative_energy_kj_mol": 117.3
}

Copy entry 1 word for word.
{
  "formula": "C4H25N2O10",
  "method": "the ωB97M-V functional and the def2-TZVPD basis",
  "symbols": ["C", "O", "C", "C", "C", "N", "O", "N", "H", "H", "H", "H", "H", "H", "H", "H", "H", "H", "H", "O", "H", "H", "O", "H", "H", "O", "H", "H", "O", "H", "H", "O", "H", "H", "O", "H", "H", "O", "H", "H", "O"],
  "coordinates": [[0.24159, -2.65452, 2.67632], [0.80486, -1.64325, 3.36073], [-0.22371, -2.34067, 1.22125], [0.98672, -1.76637, 0.53070], [0.80612, -1.50557, -0.94548], [1.16987, -0.22957, -1.33698], [0.32064, -2.20483, -1.80025], [-1.40093, -1.42500, 1.15031], [-0.62677, -3.09318, 3.27353], [1.04355, -3.45548, 2.53404], [-0.58459, -3.31317, 0.64617], [1.85801, -2.46738, 0.53811], [1.42083, -0.94155, 1.11630], [0.66043, 0.07879, -2.05069], [1.32397, 0.34188, -0.61508], [-1.07431, -0.47379, 1.63856], [-2.10267, -1.85119, 1.69722], [2.10900, 1.44114, 1.36609], [1.74616, 2.77056, 0.86034], [2.18370, 1.98612, 0.62073], [1.84899, 1.36002, -3.03155], [1.42374, 2.87808, -2.99749], [1.54638, 2.11433, -3.59594], [-1.96258, -1.47577, -3.36859], [-0.43491, -1.63632, -3.33299], [-1.10155, -1.49209, -3.88600], [-0.10283, 1.21039, 3.02438], [0.49300, -0.79548, 3.02226], [-0.10872, 0.72981, 2.22776], [0.01109, 4.20194, -1.83018], [0.75878, 3.49385, -0.86459], [0.85217, 4.19134, -1.62347], [-2.81816, 1.33958, 3.45542], [-1.64617, 1.03638, 2.31143], [-2.55841, 1.01458, 2.58894], [-2.19461, -0.47101, -1.16120], [-3.46449, 0.04429, -1.27267], [-2.74649, -0.04811, -1.78087], [-0.11696, 1.70090, 1.41449], [-0.42115, 1.98952, -0.02175], [0.00814, 2.51107, 0.64566]],
  "nbo_charge": [-0.050, -0.754, -0.070, -0.544, 0.715, -0.822, -0.647, -0.908, 0.137, 0.148, 0.204, 0.234, 0.241, 0.383, 0.394, 0.409, 0.352, 0.464, 0.489, -0.957, 0.468, 0.494, -0.979, 0.480, 0.471, -0.967, 0.459, 0.503, -1.123, 0.451, 0.504, -0.959, 0.466, 0.488, -1.012, 0.483, 0.455, -0.939, 0.486, 0.451, -1.094],
  "gap_ha": 0.3392,
  "total_charge": -1,
  "e_lumo_ev": 2.862,
  "homo_energy_ev": -6.37,
  "energy_ev": -28009.110,
  "relative_energy_kj_mol": 432.8
}

What did the third record say?
{
  "formula": "C3H5N3",
  "method": "the ωB97M-V functional and the def2-TZVPD basis",
  "symbols": ["N", "C", "N", "N", "C", "C", "H", "H", "H", "H", "H"],
  "coordinates": [[-1.96371, -0.12769, 0.07071], [-0.48886, -0.15499, 0.07111], [0.32004, -1.11145, -0.17759], [1.64648, -0.62705, -0.12035], [1.97957, 0.62879, -0.02116], [-0.96910, 1.04209, 0.43519], [-2.41057, -0.25530, -0.83569], [-2.47625, -0.55000, 0.83845], [2.27484, -1.42591, -0.15849], [3.08327, 0.63124, 0.04333], [-0.99554, 1.96530, -0.12585]],
  "nbo_charge": [-0.608, 0.341, -0.407, -0.389, -0.177, -0.273, 0.393, 0.400, 0.376, 0.116, 0.228],
  "gap_ha": 0.3208,
  "total_charge": 0,
  "e_lumo_ev": 0.661,
  "homo_energy_ev": -8.07,
  "energy_ev": -7655.902,
  "relative_energy_kj_mol": 632.3
}